# C32H68N9O15P2S2

C32H68N9O15P2S2 as an isolated structure (the ωB97M-V functional and the def2-TZVPD basis, the OMol25 dataset).

Each line ends with the Mulliken charge.
Cartesian coordinates (Å):
O  -0.905605  -7.746773  0.986085  -0.6563
P  -0.506563  -6.654992  0.041524  0.9534
O  0.014220  -7.413831  -1.350416  -0.4957
O  0.774290  -5.843592  0.746472  -0.4530
P  -2.272420  -5.436075  -0.255465  -0.0512
S  -1.928083  -3.965439  -1.797854  0.8794
O  -0.750274  -4.317357  -2.634915  -0.6245
O  -3.108071  -4.071480  -2.686766  -0.6250
N  -1.912901  -2.401592  -1.238576  -0.3445
S  -0.682270  -2.150562  -0.132435  0.8390
O  -1.279516  -2.372373  1.226866  -0.5910
O  0.410200  -3.133033  -0.275488  -0.4458
C  -0.081220  -0.412665  -0.107221  -0.8164
C  0.639341  0.028850  -1.441093  -0.7174
C  2.124202  -0.473234  -1.414947  0.7307
C  2.428548  -1.696847  -2.150140  -0.1915
C  3.762165  -2.289284  -2.186269  -0.5584
C  4.825903  -1.625566  -1.433505  -0.4915
C  4.529517  -0.378806  -0.711899  -0.6578
C  3.194491  0.231099  -0.685058  -0.2126
H  0.743163  -6.914338  -1.765887  0.3038
H  1.371576  -5.602557  0.006141  0.2617
H  -2.493747  -4.668405  0.934574  0.0874
H  -0.931090  0.269281  0.138456  0.4222
H  0.683210  -0.369824  0.720618  0.2538
H  0.696836  1.168107  -1.434335  0.1518
H  0.105131  -0.271674  -2.376758  0.4700
H  1.621806  -2.220787  -2.719794  0.1825
H  3.909362  -3.239421  -2.751803  0.3568
H  5.857278  -2.042568  -1.421739  0.3469
H  5.323106  0.144424  -0.128440  0.3008
H  2.995704  1.183400  -0.132835  0.4355
C  -0.051852  1.129659  5.029611  -1.1574
C  0.871865  0.015419  4.606255  0.7834
O  2.018509  0.230848  4.227677  -0.7140
N  0.393712  -1.250084  4.655720  -0.0830
C  -0.922217  -1.695888  5.066771  -0.6652
H  0.468291  2.081849  4.936524  0.3173
H  -0.933683  1.152190  4.386941  0.3143
H  -0.348983  0.997397  6.071734  0.2849
H  1.063325  -1.944970  4.360394  0.2122
H  -0.802778  -2.383319  5.907331  0.2624
H  -1.377585  -2.229913  4.230038  0.2789
H  -1.560184  -0.876056  5.360594  0.2347
C  2.977053  3.828014  -3.863413  -1.2626
C  2.866529  3.511234  -2.395539  0.7633
O  1.969707  2.810732  -1.946948  -0.6580
N  3.805511  4.030754  -1.563341  -0.0911
C  4.934094  4.873477  -1.903606  -0.8158
H  2.160814  3.344612  -4.397226  0.3098
H  2.904897  4.905917  -4.022782  0.3671
H  3.922280  3.450393  -4.258882  0.2940
H  3.670260  3.777320  -0.596413  0.2313
H  5.845648  4.365798  -1.591397  0.2769
H  4.841543  5.813769  -1.352484  0.3054
H  4.984118  5.081025  -2.966978  0.2363
C  -4.549823  -2.942456  7.284706  -1.3534
C  -4.433017  -1.862807  6.242609  0.7687
O  -3.408429  -1.205484  6.096897  -0.6426
N  -5.509065  -1.625859  5.450411  -0.1491
C  -6.797584  -2.288590  5.467583  -0.8986
H  -3.614041  -3.013039  7.836388  0.2634
H  -5.348957  -2.697289  7.987675  0.3486
H  -4.744952  -3.906367  6.811056  0.4318
H  -5.357478  -0.890316  4.776350  0.2374
H  -6.970035  -2.735510  4.486486  0.3059
H  -7.569510  -1.540266  5.657217  0.2906
H  -6.849835  -3.060676  6.229573  0.3378
C  9.225944  3.566017  -3.211650  -1.4612
C  7.930840  3.984272  -3.854119  0.9415
O  6.864233  3.461971  -3.563586  -0.6492
N  7.971975  4.974809  -4.784455  -0.1363
C  9.126267  5.708508  -5.260393  -0.9237
H  9.032889  2.769611  -2.494852  0.2771
H  9.915230  3.189439  -3.969953  0.3503
H  9.671373  4.409345  -2.679644  0.4301
H  7.068156  5.200469  -5.170904  0.2223
H  8.968643  6.770973  -5.060943  0.3268
H  9.211399  5.558726  -6.338405  0.2780
H  10.043792  5.383780  -4.778480  0.3352
C  -5.232488  0.469171  11.526768  -1.3245
C  -5.373137  0.229219  10.045491  0.8828
O  -6.269772  -0.460674  9.580536  -0.6562
N  -4.462570  0.806554  9.218144  -0.0813
C  -3.337685  1.649130  9.570318  -0.8907
H  -6.028560  -0.054867  12.052304  0.2980
H  -4.273627  0.086540  11.881116  0.3465
H  -5.316649  1.535232  11.745623  0.3712
H  -4.618906  0.601094  8.241415  0.1329
H  -3.457580  2.613441  9.072509  0.2952
H  -2.423437  1.174956  9.208287  0.2827
H  -3.262934  1.804390  10.643053  0.3468
C  10.620880  0.297434  -7.654744  -1.3495
C  9.807996  0.761517  -6.473667  0.8330
O  9.408648  1.912787  -6.370631  -0.6220
N  9.520736  -0.145339  -5.503382  -0.1169
C  9.898368  -1.543394  -5.441387  -0.8924
H  10.766483  1.130558  -8.339701  0.2909
H  11.600037  -0.053694  -7.323829  0.3631
H  10.094872  -0.498452  -8.184936  0.3670
H  8.973261  0.236964  -4.745797  0.1963
H  8.989474  -2.145647  -5.389106  0.2969
H  10.482855  -1.704751  -4.533453  0.2902
H  10.482986  -1.847788  -6.304943  0.3431
C  -6.889959  -3.056315  -5.598558  -1.2865
C  -7.396883  -1.763765  -5.012581  0.8839
O  -8.341428  -1.148694  -5.507147  -0.7091
N  -6.778969  -1.285414  -3.910307  0.1061
C  -5.657749  -1.860321  -3.186468  -0.8779
H  -7.483422  -3.310209  -6.475597  0.2925
H  -5.848295  -2.948151  -5.904766  0.3455
H  -6.985599  -3.863206  -4.870326  0.3375
H  -7.171002  -0.418522  -3.572927  0.0624
H  -5.970681  -2.044725  -2.158200  0.2328
H  -4.842141  -1.136610  -3.184025  0.2603
H  -5.313263  -2.789395  -3.630812  0.3645
C  -7.432833  2.616825  -0.144209  -1.3558
C  -7.753028  1.709104  -1.303393  0.8585
O  -7.177578  0.645262  -1.472198  -0.6053
N  -8.717374  2.107883  -2.177752  -0.1336
C  -9.505336  3.322823  -2.149453  -0.8756
H  -6.648420  2.164334  0.459411  0.2736
H  -7.075747  3.581775  -0.508665  0.3627
H  -8.316257  2.754128  0.482344  0.3728
H  -8.877774  1.450373  -2.927723  0.1769
H  -10.561310  3.050125  -2.093498  0.2894
H  -9.329997  3.871623  -3.077046  0.2875
H  -9.251382  3.955171  -1.303331  0.3342

Force components x, y, z for each atom (eV/Å):
-0.19 1.45 -1.02
1.66 -2.07 2.30
0.10 1.94 1.22
-0.84 -1.11 -2.44
-1.12 -0.48 -0.38
0.54 2.10 -4.28
-0.57 -0.15 2.14
0.35 0.20 2.10
1.58 -0.76 0.44
-1.32 -3.28 3.16
0.45 1.43 -1.61
-0.27 1.73 -0.88
0.28 0.30 -1.05
1.06 0.94 0.74
1.12 -0.62 -0.53
1.44 0.48 0.55
-0.52 2.11 1.46
-1.97 0.96 -0.13
-1.40 -0.53 -0.59
0.33 -2.62 -1.45
-0.60 -0.15 -0.16
-0.21 0.58 0.82
0.91 -0.16 -0.42
0.49 -0.84 -0.20
-1.00 -0.38 -0.66
-0.23 -1.54 -0.02
0.41 -0.02 0.92
0.66 0.61 0.73
0.04 0.98 0.59
-0.93 0.40 0.05
-0.58 -0.63 -0.64
0.19 -1.10 -0.63
-0.01 0.20 0.00
0.35 -0.47 -0.22
-0.06 0.24 0.09
0.20 0.44 0.13
0.57 -0.34 -0.36
0.08 -0.15 -0.04
-0.08 -0.04 0.17
-0.18 -0.02 -0.08
-0.07 0.06 -0.12
-0.27 0.05 0.07
-0.20 0.05 0.09
0.23 -0.02 -0.08
-0.03 -0.06 -0.17
-0.13 -0.22 0.33
0.03 0.32 -0.15
-0.23 0.02 -0.37
-0.14 0.00 0.74
0.01 -0.01 0.18
0.14 -0.02 -0.07
0.04 0.16 0.00
0.04 0.00 -0.06
0.10 0.18 -0.22
0.11 0.10 -0.12
-0.02 -0.15 0.07
0.03 -0.07 0.12
0.08 0.23 -0.23
-0.57 0.06 0.44
0.23 -0.14 0.36
0.07 0.36 -0.39
-0.02 0.10 -0.14
-0.04 -0.10 -0.04
-0.11 0.01 0.09
-0.01 -0.09 -0.02
-0.17 -0.12 0.11
-0.15 -0.20 0.06
0.09 0.09 -0.01
0.13 -0.06 0.08
-0.39 -0.19 -0.18
0.22 -0.07 -0.08
0.18 -0.13 0.39
-0.51 0.10 -0.24
-0.14 0.09 -0.08
0.04 0.12 0.01
0.13 -0.05 -0.08
0.08 -0.05 -0.04
0.25 0.04 -0.05
0.25 0.07 0.03
-0.11 -0.06 0.00
-0.06 -0.03 0.11
-0.07 -0.12 -0.49
-0.03 -0.05 0.14
-0.26 -0.07 0.43
-0.07 -0.15 -0.53
0.02 0.00 -0.17
0.01 0.16 0.05
0.16 -0.03 0.07
0.13 -0.02 0.02
0.20 0.08 0.15
0.11 0.17 0.12
-0.08 -0.06 -0.05
0.04 0.04 -0.11
-0.28 0.22 0.31
0.15 0.08 -0.09
0.24 0.15 -0.36
-0.32 0.21 0.40
-0.09 0.01 0.14
-0.06 -0.14 -0.09
0.15 -0.08 0.03
-0.04 -0.06 -0.05
0.15 -0.20 -0.04
0.06 -0.23 -0.10
-0.04 0.10 0.02
-0.09 -0.07 -0.17
-0.11 0.46 0.27
-0.05 -0.09 -0.12
-0.17 -0.34 -0.58
-0.18 0.38 0.16
-0.03 0.14 0.09
0.02 -0.16 0.15
0.21 0.00 -0.03
0.13 -0.09 0.24
0.23 -0.08 0.01
0.15 -0.23 0.13
0.00 0.08 0.02
0.07 0.00 0.12
0.02 -0.34 -0.27
0.00 0.11 0.04
0.24 0.05 0.34
-0.05 -0.39 -0.41
-0.06 -0.07 -0.15
-0.12 0.05 0.10
0.03 0.16 -0.03
-0.04 0.06 0.01
-0.05 0.25 0.05
-0.13 0.20 0.11
0.05 -0.10 -0.03

Computed properties:
Total charge: -1
DFT total energy, Eh: -4360.77223
Molar mass, g mol⁻¹: 945.026